DFT (wB97M-V/def2-TZVPD) results for a cluster of 2 separate species, C17H8Cl2N4O2S in total in a non-equilibrium geometry.

The geometry in XYZ format:
```
34
C17H8Cl2N4O2S (wB97M-V/def2-TZVPD)
N -1.96 -4.15 2.77
C -0.95 -3.58 2.77
C 0.28 -2.85 2.75
C 0.25 -1.50 2.54
C -1.02 -0.87 2.50
N -2.10 -0.41 2.53
C 1.46 -0.67 2.51
O 1.41 0.54 2.30
C 2.73 -1.41 2.75
Cl 4.14 -0.46 2.83
C 2.77 -2.77 2.89
Cl 4.23 -3.63 3.05
C 1.53 -3.61 2.88
O 1.53 -4.83 2.97
C -1.77 4.52 -2.39
C -1.17 3.84 -3.46
C -0.75 2.51 -3.30
C -0.87 1.92 -2.04
C -1.43 2.62 -0.96
C -1.92 3.91 -1.14
S -1.38 1.68 0.51
C -0.63 0.33 -0.31
N -0.23 -0.86 0.00
C 0.29 -1.49 -1.22
C 0.17 -0.47 -2.34
N -0.46 0.65 -1.64
H -2.13 5.55 -2.53
H -1.04 4.34 -4.42
H -0.32 1.94 -4.12
H -2.41 4.39 -0.30
H 1.34 -1.78 -1.06
H -0.29 -2.40 -1.43
H 1.15 -0.18 -2.74
H -0.46 -0.83 -3.16
```

Summary:
SMILES string   N#CC1=C(C#N)C(=O)C(Cl)=C(Cl)C1=O.c1ccc2c(c1)SC1=NCCN12
HOMO energy   -7.988 eV
Total charge   0

DFT (wB97M-V/def2-TZVPD) results for a structure of composition C23H56AsGeN2PtS2Si3 in a non-equilibrium geometry.

The geometry in XYZ format:
```
89
C23H56AsGeN2PtS2Si3 (wB97M-V/def2-TZVPD)
Pt -0.17 0.87 1.09
S 1.96 -0.29 0.72
C 2.94 0.17 2.03
N 4.00 -0.50 2.41
C 4.68 -0.06 3.63
C 4.33 1.41 3.78
S 2.70 1.59 2.98
H 4.25 -1.37 1.96
H 5.75 -0.21 3.54
H 4.32 -0.65 4.48
H 5.03 2.06 3.25
H 4.26 1.73 4.82
C -4.84 -1.88 0.74
C -4.64 -0.56 -0.02
C -4.98 -0.73 -1.51
C -5.48 0.56 0.61
C -3.21 -0.17 0.07
N -2.11 0.15 0.13
H -5.88 -2.20 0.62
H -4.66 -1.74 1.81
H -4.19 -2.67 0.37
H -6.04 -0.99 -1.60
H -4.40 -1.53 -1.96
H -4.80 0.19 -2.06
H -6.54 0.29 0.51
H -5.32 1.51 0.10
H -5.26 0.68 1.67
C 0.99 -1.45 4.95
C 0.10 -0.21 4.81
As -0.97 -0.20 3.18
C -1.47 -2.06 2.83
C -0.49 -2.82 1.94
C -2.64 0.59 3.80
C -3.45 -0.32 4.72
H 1.64 -1.35 5.81
H 1.61 -1.59 4.06
H 0.40 -2.35 5.09
H 0.70 0.69 4.82
H -0.60 -0.15 5.65
H -2.44 -2.00 2.34
H -1.61 -2.55 3.79
H -0.37 -2.32 0.98
H -0.86 -3.83 1.76
H 0.49 -2.91 2.40
H -3.23 0.85 2.91
H -2.39 1.52 4.30
H -3.74 -1.25 4.22
H -4.37 0.18 5.02
H -2.90 -0.58 5.63
C -1.42 5.49 -1.97
Si -1.58 3.64 -1.75
C -3.26 3.16 -1.07
C -1.25 2.67 -3.31
Ge -0.03 3.06 0.16
Si 2.18 3.61 -0.95
C 2.17 5.46 -1.11
C 2.05 2.67 -2.56
C 3.67 3.03 0.00
Si -0.70 4.52 2.07
C 0.04 6.21 1.79
C -0.03 3.74 3.64
C -2.56 4.56 2.21
H -2.36 5.88 -2.37
H -0.63 5.74 -2.68
H -1.23 6.02 -1.03
H -4.06 3.57 -1.69
H -3.41 3.52 -0.05
H -3.34 2.08 -1.07
H -2.21 2.40 -3.77
H -0.71 1.74 -3.12
H -0.69 3.25 -4.04
H 1.21 5.86 -1.45
H 2.93 5.75 -1.84
H 2.43 5.94 -0.16
H 1.55 3.26 -3.33
H 1.50 1.74 -2.43
H 3.05 2.42 -2.92
H 3.74 3.49 0.99
H 4.58 3.30 -0.56
H 3.67 1.94 0.10
H 1.13 6.19 1.81
H -0.31 6.87 2.59
H -0.27 6.64 0.84
H 1.05 3.88 3.73
H -0.24 2.67 3.64
H -0.50 4.18 4.52
H -3.03 5.10 1.38
H -2.83 5.08 3.13
H -2.98 3.55 2.25
```

Summary:
HOMO energy (spin up / spin down)   -12.877 / -12.754 eV
Total charge   +2
ΔE to the lowest compared entry with this formula, charge and spin   1.895 eV
2S+1   2

DFT (wB97M-V/def2-TZVPD) results for the molecule C6H10N2O in a non-equilibrium geometry.

The geometry in XYZ format:
```
19
C6H10N2O (wB97M-V/def2-TZVPD)
H -3.77 -0.25 0.41
N -3.35 -1.30 -0.12
C -2.21 -0.72 -0.12
N -2.14 0.73 0.38
C -0.92 1.47 -0.22
C 0.33 1.12 -0.17
O 0.44 -0.25 0.03
C 1.78 -0.86 0.13
C 2.86 -0.09 0.80
C 2.94 -0.22 -0.74
H -1.38 -1.35 -0.39
H -2.97 1.39 0.33
H -1.20 2.48 -0.21
H 1.31 1.64 -0.49
H 1.82 -1.99 0.02
H 3.56 -0.51 1.45
H 2.49 0.87 1.09
H 2.75 0.66 -1.48
H 3.62 -1.15 -0.84
```

Summary:
SMILES string   [H]/N=C\N/C=C\OC1CC1
HOMO energy   -8.265 eV
Total charge   0
ΔE to the lowest compared entry with this formula, charge and spin   6.509 eV

DFT (wB97M-V/def2-TZVPD) results for the molecule C20H25N3O5S in a non-equilibrium geometry.

The geometry in XYZ format:
```
54
C20H25N3O5S (wB97M-V/def2-TZVPD)
C -3.18 -2.64 -1.48
O -3.05 -1.96 -0.25
C -1.86 -2.29 0.44
C -1.88 -1.63 1.82
N -2.12 -0.22 1.76
C -3.47 0.32 1.81
C -3.30 1.75 1.25
C -3.51 1.78 -0.27
N -2.53 0.98 -0.96
C -1.42 1.55 -1.48
O -1.25 2.75 -1.58
C -0.37 0.58 -1.89
C 1.01 0.86 -1.98
C 1.56 -0.34 -2.34
C 2.97 -0.81 -2.51
O 3.59 -1.00 -1.26
C 3.91 0.08 -0.48
C 4.14 1.36 -0.97
C 4.55 2.37 -0.12
C 4.74 2.12 1.23
C 4.50 0.86 1.73
C 4.07 -0.16 0.89
S 3.77 -1.76 1.59
C 2.07 -2.08 1.03
O 0.58 -1.26 -2.45
N -0.61 -0.68 -2.17
C -1.85 2.07 1.60
C -1.17 0.71 1.56
O 0.01 0.47 1.41
H -3.20 -3.72 -1.33
H -4.12 -2.32 -1.92
H -2.35 -2.38 -2.15
H -1.77 -3.38 0.55
H -0.99 -1.93 -0.13
H -2.67 -2.09 2.44
H -0.91 -1.80 2.30
H -4.14 -0.29 1.21
H -3.83 0.34 2.85
H -4.00 2.44 1.71
H -4.51 1.41 -0.52
H -3.40 2.80 -0.63
H -2.59 -0.02 -0.87
H 1.49 1.79 -1.79
H 3.54 -0.12 -3.14
H 2.97 -1.80 -2.97
H 4.02 1.58 -2.02
H 4.73 3.36 -0.52
H 5.07 2.91 1.89
H 4.63 0.64 2.78
H 1.48 -1.17 1.15
H 1.68 -2.86 1.68
H 2.07 -2.41 0.00
H -1.38 2.77 0.91
H -1.75 2.47 2.61
```

Summary:
SMILES string   COCCN1C[C@H](CNC(=O)c2cc(COc3ccccc3SC)on2)CC1=O
HOMO energy   -7.994 eV
Total charge   0
ΔE to the lowest compared entry with this formula, charge and spin   1.972 eV

DFT (wB97M-V/def2-TZVPD) results for a cluster of 2 separate species, C5H15N2 in total.

The geometry in XYZ format:
```
22
C5H15N2 (wB97M-V/def2-TZVPD)
C -1.61 0.14 -0.51
C -0.82 0.45 -1.80
C 0.65 0.72 -1.54
N -0.97 -0.57 -2.84
H -1.44 0.85 0.31
H -2.67 0.06 -0.72
H -1.31 -0.86 -0.13
H -1.28 1.36 -2.20
H 1.16 1.00 -2.46
H 0.88 1.50 -0.82
H 1.10 -0.22 -1.19
H -1.96 -0.63 -3.04
H -0.77 -1.49 -2.43
C 0.61 0.56 2.79
C 1.69 -1.30 1.64
N 0.86 -0.34 1.67
H -0.47 0.59 2.94
H 0.94 1.55 2.47
H 1.09 0.24 3.71
H 2.28 -1.51 2.52
H 1.77 -1.93 0.76
H 0.26 -0.18 0.84
```

Summary:
HOMO energy   -12.742 eV
Total charge   +1
ΔE to the lowest compared entry with this formula, charge and spin   1.643 eV

DFT (wB97M-V/def2-TZVPD) results for a cluster of 4 separate species, C3H14N6O4 in total in a non-equilibrium geometry.

The geometry in XYZ format:
```
27
C3H14N6O4 (wB97M-V/def2-TZVPD)
N 3.53 1.65 -2.44
C 3.24 0.41 -2.26
N 4.24 -0.36 -2.68
O 2.09 0.08 -1.89
H 2.80 2.32 -2.21
H 4.35 1.89 -2.97
H 5.15 0.04 -2.85
H 4.03 -1.35 -2.68
N 0.43 -5.21 3.30
C -0.65 -5.90 3.55
N -0.32 -6.98 4.11
O -1.79 -5.72 3.20
H 0.29 -4.48 2.62
H 1.31 -5.70 3.43
H 0.60 -7.03 4.53
H -0.99 -7.65 4.46
N -3.70 5.93 -2.32
C -3.00 5.09 -1.60
N -3.05 3.85 -2.06
O -2.27 5.41 -0.66
H -3.20 6.81 -2.38
H -3.92 5.42 -3.16
H -3.73 3.67 -2.78
H -2.35 3.16 -1.85
O -1.02 1.34 2.86
H -0.70 1.07 2.00
H -1.36 2.23 2.72
```

Summary:
SMILES string   NC(N)=O.NC(N)=O.NC(N)=O.O
HOMO energy   -9.621 eV
Total charge   0
ΔE to the lowest compared entry with this formula, charge and spin   2.802 eV

DFT (wB97M-V/def2-TZVPD) results for a structure of composition C30H19F10N4PdS in a non-equilibrium geometry.

The geometry in XYZ format:
```
65
C30H19F10N4PdS (wB97M-V/def2-TZVPD)
Pd 0.06 -0.68 0.04
C -0.65 -1.17 3.09
N 0.31 -0.38 2.32
C 0.10 1.06 2.56
C 0.62 2.02 1.47
N 0.21 1.59 0.16
C 0.06 2.48 -0.83
C 0.41 3.86 -0.74
F 1.17 4.28 0.26
C 0.02 4.79 -1.67
F 0.32 6.07 -1.51
C -0.70 4.40 -2.80
F -1.10 5.28 -3.68
C -0.99 3.05 -2.99
F -1.64 2.66 -4.07
C -0.60 2.13 -2.05
F -0.91 0.87 -2.27
C 1.67 -0.87 2.55
C 2.70 -0.40 1.54
N 2.20 -0.53 0.18
C 3.04 -0.26 -0.85
C 4.36 0.27 -0.75
F 4.86 0.64 0.43
C 5.17 0.46 -1.85
F 6.38 0.96 -1.68
C 4.72 0.15 -3.12
F 5.50 0.34 -4.16
C 3.43 -0.36 -3.29
F 2.99 -0.65 -4.50
C 2.64 -0.56 -2.19
F 1.44 -1.07 -2.38
H -0.47 -1.06 4.17
H -0.55 -2.22 2.82
H -1.66 -0.85 2.86
H 0.54 1.36 3.52
H -0.98 1.21 2.62
H 1.71 2.12 1.51
H 0.22 3.01 1.71
H 1.62 -1.96 2.51
H 2.02 -0.59 3.56
H 3.61 -1.00 1.67
H 3.00 0.63 1.75
S -4.13 -2.47 0.00
C -4.41 -0.76 0.12
C -5.62 -0.10 0.15
C -5.62 1.28 0.30
C -4.41 1.97 0.40
C -3.20 1.31 0.35
C -3.17 -0.09 0.20
N -2.07 -0.90 0.15
C -2.41 -2.19 0.07
C -1.40 -3.20 0.07
C -1.66 -4.58 0.13
C -0.61 -5.47 0.15
C 0.70 -5.02 0.09
C 0.97 -3.65 0.03
C -0.06 -2.73 0.02
H -6.55 -0.64 0.07
H -6.55 1.82 0.34
H -4.42 3.04 0.52
H -2.27 1.84 0.45
H -2.69 -4.93 0.18
H -0.81 -6.53 0.22
H 1.52 -5.73 0.09
H 2.00 -3.32 -0.02
```

Summary:
HOMO energy (spin up / spin down)   -9.378 / -10.742 eV
Total charge   +1
2S+1   5

DFT (wB97M-V/def2-TZVPD) results for a structure of composition C29H38BrCaGeN5O3S in a non-equilibrium geometry.

The geometry in XYZ format:
```
79
C29H38BrCaGeN5O3S (wB97M-V/def2-TZVPD)
Ca -0.07 0.14 -0.49
O 3.41 -1.49 -1.21
S 2.66 -0.27 -1.14
O 1.52 -0.14 -2.07
N 2.01 0.03 0.25
C 2.61 -0.09 1.50
C 3.95 -0.24 1.77
C 4.42 -0.28 3.10
C 3.57 -0.19 4.16
C 2.18 -0.06 3.92
C 1.24 0.04 4.96
C -0.09 0.16 4.68
C -0.49 0.16 3.33
N 0.34 0.06 2.32
C 1.69 -0.03 2.59
C 3.76 1.04 -1.55
C 5.13 0.81 -1.50
C 6.00 1.85 -1.77
C 5.49 3.11 -2.08
C 4.12 3.32 -2.14
C 3.24 2.28 -1.87
H 4.65 -0.32 0.96
H 5.48 -0.39 3.28
H 3.93 -0.20 5.18
H 1.59 0.02 5.99
H -0.83 0.26 5.46
H -1.54 0.25 3.07
H 5.50 -0.19 -1.29
H 7.07 1.69 -1.74
H 6.17 3.93 -2.29
H 3.73 4.30 -2.39
H 2.17 2.43 -1.92
C -1.73 5.51 -0.21
Ge -2.01 3.57 -0.45
C -2.88 3.39 -2.21
C -3.28 3.07 0.97
C -0.42 2.51 -0.36
H -2.67 6.07 -0.23
H -1.07 5.89 -1.00
H -1.24 5.69 0.75
H -3.90 3.00 -2.13
H -2.29 2.71 -2.83
H -2.93 4.36 -2.71
H -4.31 3.32 0.72
H -3.02 3.60 1.90
H -3.22 1.99 1.16
H 0.07 2.74 0.60
H 0.24 2.93 -1.14
C 1.14 -3.56 0.89
N 0.38 -4.15 -0.21
C 0.93 -5.39 -0.76
C -0.49 -3.36 -0.87
O -0.60 -2.16 -0.56
N -1.22 -3.91 -1.91
C -2.12 -5.01 -1.55
C -1.85 -2.92 -2.78
H 1.51 -4.36 1.53
H 0.50 -2.90 1.48
H 1.98 -2.98 0.52
H 2.01 -5.28 -0.87
H 0.51 -5.58 -1.74
H 0.73 -6.23 -0.10
H -1.64 -5.69 -0.85
H -2.38 -5.57 -2.45
H -3.04 -4.64 -1.10
H -1.15 -2.12 -3.00
H -2.75 -2.48 -2.33
H -2.12 -3.41 -3.71
Br -6.34 1.08 -2.57
C -5.19 0.39 -1.25
C -5.66 0.13 0.02
C -4.77 -0.39 0.95
C -3.46 -0.62 0.56
N -3.01 -0.37 -0.66
C -3.86 0.14 -1.56
H -6.69 0.33 0.28
H -5.09 -0.61 1.96
H -2.74 -1.04 1.26
H -3.48 0.34 -2.55
```

Summary:
HOMO energy   -6.715 eV
Total charge   0

DFT (wB97M-V/def2-TZVPD) results for a cluster of 2 separate species, C4H6O in total in a non-equilibrium geometry.

The geometry in XYZ format:
```
11
C4H6O (wB97M-V/def2-TZVPD)
C -1.14 0.66 0.13
C -1.62 -0.72 -0.17
O -1.00 -1.68 0.23
H -2.00 1.39 0.57
H -0.26 0.67 0.84
H -1.04 1.24 -0.76
H -2.47 -0.76 -0.86
C 2.40 0.38 -0.18
C 2.22 -0.78 0.06
H 2.88 1.36 -0.26
H 2.03 -1.74 0.41
```

Summary:
SMILES string   CC=O.C#C
HOMO energy   -9.932 eV
Total charge   0
ΔE to the lowest compared entry with this formula, charge and spin   2.425 eV

DFT (wB97M-V/def2-TZVPD) results for the molecule C3H3OP in a non-equilibrium geometry.

The geometry in XYZ format:
```
8
C3H3OP (wB97M-V/def2-TZVPD)
C 1.73 -1.25 0.06
C 1.26 -0.18 -0.32
C -0.91 0.92 -0.15
O 0.96 1.80 -2.26
P 0.54 1.22 -0.97
H 1.79 -2.24 0.42
H -0.89 0.20 0.70
H -1.78 1.60 0.09
```

Summary:
HOMO energy (spin up / spin down)   -7.055 / -10.944 eV
Total charge   0
ΔE to the lowest compared entry with this formula, charge and spin   1.001 eV
2S+1   3

DFT (wB97M-V/def2-TZVPD) results for a cluster of 2 separate species, C2H11N3P in total in a non-equilibrium geometry.

The geometry in XYZ format:
```
17
C2H11N3P (wB97M-V/def2-TZVPD)
C -0.57 -0.04 -1.67
C -0.19 -0.54 -0.35
N 0.55 0.66 -2.23
N -0.92 -1.42 0.24
N 0.13 1.20 2.15
P 1.42 0.01 0.28
H -1.33 0.71 -1.78
H -0.96 -0.85 -2.27
H 1.00 0.08 -2.91
H 0.20 1.44 -2.77
H -0.64 -1.89 1.05
H -1.75 -1.82 -0.07
H 0.29 2.08 1.66
H -0.89 1.16 2.37
H 0.72 1.06 2.95
H 1.68 -1.08 1.19
H 1.91 -0.67 -0.80
```

Summary:
HOMO energy   -13.080 eV
Total charge   +1
ΔE to the lowest compared entry with this formula, charge and spin   0.973 eV

DFT (wB97M-V/def2-TZVPD) results for a structure of composition C5H11CdO2 in a non-equilibrium geometry.

The geometry in XYZ format:
```
19
C5H11CdO2 (wB97M-V/def2-TZVPD)
C -3.49 -1.14 0.93
C -4.46 -0.82 -0.19
H -2.39 -1.63 0.41
H -3.70 -2.12 1.40
H -4.10 0.02 -0.80
H -5.45 -0.55 0.22
H -4.61 -1.68 -0.86
O 1.58 0.16 0.69
C 0.73 -0.90 0.59
C -0.72 -0.71 0.29
O -1.46 0.24 0.81
C -1.14 1.70 0.76
Cd 0.97 1.92 0.81
H 0.70 -1.52 1.52
H 1.04 -1.63 -0.19
H -0.96 -0.89 -0.76
H -1.74 2.08 1.60
H -1.64 2.03 -0.16
H -3.67 -0.48 1.79
```

Summary:
HOMO energy   -13.313 eV
Total charge   +1
ΔE to the lowest compared entry with this formula, charge and spin   2.527 eV

| no. | E (eV) |
| --- | --- |
| 1 | -63691.9428 |
| 2 | -193633.4696 |
| 3 | -11405.5786 |
| 4 | -46688.1041 |
| 5 | -8401.0335 |
| 6 | -20469.5134 |
| 7 | -78858.0087 |
| 8 | -200117.4296 |
| 9 | -6289.4929 |
| 10 | -14489.9087 |
| 11 | -16003.7234 |
| 12 | -14008.1196 |